C24H35Si | the ωB97M-V functional and the def2-TZVPD basis

The value obtained for the LUMO energy is -0.204 Ha. For the relative energy (zero: lowest compared OMol25 entry of this formula, charge and spin), the calculation gives 0.885 eV. Its charge is +1. Its highest occupied orbital energy is -10.571 eV.

Element x y z (Å)
C: -0.784 -2.062 16.203
C: -1.451 -1.461 14.938
C: -0.578 -0.387 14.297
Si: -1.497 0.667 13.051
C: -3.191 1.177 13.515
C: -3.161 2.073 14.803
C: -4.546 2.544 15.293
C: -0.430 2.172 12.622
C: 1.031 1.840 12.326
C: 1.867 3.116 12.125
H: -1.285 -0.099 10.421
H: -1.376 -2.918 16.542
H: 0.230 -2.394 15.964
H: -0.721 -1.329 17.012
H: -1.618 -2.298 14.221
H: -2.455 -1.071 15.207
H: -0.312 0.418 14.961
H: 0.307 -0.839 13.853
H: -3.582 1.743 12.654
H: -3.779 0.259 13.668
H: -2.668 1.513 15.624
H: -2.542 2.967 14.589
H: -4.380 3.173 16.174
H: -5.057 3.124 14.515
H: -5.183 1.692 15.563
H: -0.919 2.644 11.779
H: -0.628 2.715 13.534
H: 1.456 1.245 13.162
H: 1.095 1.222 11.397
H: 2.891 2.826 11.898
H: 1.476 3.714 11.297
H: 1.888 3.729 13.027
C: 1.209 -1.194 9.364
C: 2.425 -1.225 8.572
C: 3.676 -1.546 9.221
C: 4.858 -1.500 8.512
C: 4.874 -1.154 7.140
C: 3.667 -0.872 6.498
C: 2.436 -0.910 7.191
C: -0.047 -0.926 8.978
C: -1.278 -0.883 9.864
C: -2.497 -0.899 8.935
C: -3.599 -0.160 9.395
C: -4.748 0.035 8.650
C: -4.836 -0.461 7.331
C: -3.735 -1.139 6.812
C: -2.559 -1.345 7.609
H: 1.331 -1.399 10.412
H: 3.642 -1.834 10.281
H: 5.797 -1.757 9.013
H: 5.805 -1.103 6.592
H: 3.645 -0.639 5.422
H: 1.502 -0.732 6.673
H: -0.094 -0.636 7.931
H: -1.300 -1.694 10.620
H: -3.517 0.221 10.428
H: -5.589 0.527 9.095
H: -5.762 -0.280 6.736
H: -3.794 -1.517 5.785
H: -1.735 -1.882 7.120

C24H36AsF6O18 | the ωB97M-V functional and the def2-TZVPD basis

The value obtained for the LUMO energy is 0.068 Ha. For the relative energy (zero: lowest compared OMol25 entry of this formula, charge and spin), the calculation gives 1.140 eV. Its charge is -1. Its highest occupied orbital energy is -8.476 eV.

Element x y z (Å)
As: 0.740 0.239 -0.099
F: -0.907 0.278 0.539
F: 0.447 -1.365 -0.842
F: 2.382 0.189 -0.654
F: 0.959 1.844 0.517
F: 1.231 -0.534 1.391
F: 0.177 0.919 -1.649
C: 3.519 -4.813 -2.564
C: 2.269 -3.967 -2.416
C: 2.258 -2.633 -3.272
O: 1.305 -2.965 -4.283
C: 0.748 -4.152 -4.059
O: 0.074 -4.705 -4.892
O: 1.132 -4.678 -2.909
H: 3.375 -5.671 -1.906
H: 4.340 -4.170 -2.244
H: 3.718 -5.191 -3.566
H: 2.049 -3.678 -1.389
H: 3.322 -2.630 -3.514
H: 2.063 -1.847 -2.551
C: -1.834 -2.932 3.898
C: -2.369 -1.823 2.948
C: -3.316 -2.379 1.869
O: -4.391 -1.454 1.853
C: -4.330 -0.657 2.939
O: -5.101 0.196 3.209
O: -3.206 -0.955 3.653
H: -1.915 -2.587 4.929
H: -0.771 -3.047 3.696
H: -2.430 -3.838 3.811
H: -1.496 -1.336 2.507
H: -3.662 -3.407 2.027
H: -2.856 -2.519 0.888
C: -1.922 -0.518 -3.484
C: -2.589 -1.894 -3.265
C: -3.754 -1.832 -2.289
O: -4.534 -2.918 -2.819
C: -4.295 -3.010 -4.127
O: -5.022 -3.555 -4.910
O: -3.165 -2.376 -4.493
H: -2.184 -0.145 -4.472
H: -0.839 -0.595 -3.415
H: -2.227 0.159 -2.687
H: -1.864 -2.599 -2.861
H: -4.315 -0.903 -2.172
H: -3.288 -1.946 -1.307
C: -1.306 5.233 -1.000
C: -2.513 4.330 -1.299
C: -2.312 2.843 -0.870
O: -3.222 2.720 0.214
C: -4.006 3.771 0.358
O: -4.859 3.878 1.174
O: -3.607 4.738 -0.531
H: -1.711 6.241 -0.885
H: -0.654 5.139 -1.869
H: -0.777 5.065 -0.062
H: -2.756 4.393 -2.362
H: -1.256 2.686 -0.685
H: -2.700 2.261 -1.705
C: -0.450 1.511 3.613
C: -1.438 2.557 3.125
C: -2.831 2.373 3.699
O: -3.090 3.623 4.344
C: -2.079 4.447 4.186
O: -2.049 5.581 4.590
O: -1.041 3.868 3.537
H: -0.398 1.514 4.708
H: 0.566 1.721 3.272
H: -0.587 0.462 3.353
H: -1.399 2.513 2.035
H: -3.031 1.534 4.358
H: -3.460 2.223 2.818
C: 6.215 0.524 -0.745
C: 7.026 0.446 0.536
C: 8.550 0.722 0.445
O: 8.843 1.503 1.616
C: 7.654 1.905 2.142
O: 7.549 2.488 3.175
O: 6.656 1.502 1.370
H: 6.266 1.449 -1.315
H: 5.185 0.314 -0.457
H: 6.592 -0.273 -1.392
H: 7.070 -0.553 0.997
H: 8.629 1.292 -0.490
H: 9.203 -0.145 0.438

C24H36BCl12O4P | the ωB97M-V functional and the def2-TZVPD basis

The value obtained for the LUMO energy is -0.047 Ha. Its charge is 0. Its highest occupied orbital energy is -8.260 eV.

Element x y z (Å)
C: 0.434 6.678 4.355
B: 1.338 5.445 3.816
O: 2.748 5.790 4.102
C: 1.088 4.428 2.607
C: 2.178 3.392 2.049
P: 3.672 2.987 3.085
C: 3.688 1.065 3.134
O: 3.458 3.169 4.793
C: 1.929 2.647 0.699
C: 0.634 2.782 -0.156
C: -0.529 3.614 0.470
C: -0.273 4.349 1.826
C: -1.586 4.951 2.509
O: -1.743 4.741 3.756
C: -2.973 5.203 1.836
C: -3.159 4.620 0.561
C: -1.982 3.785 -0.153
O: -2.230 3.333 -1.298
H: -0.204 6.993 3.458
H: -0.269 6.359 5.194
H: 1.015 7.625 4.629
H: 2.943 6.269 3.252
H: 4.191 0.685 4.095
H: 2.619 0.652 3.186
H: 4.189 0.608 2.229
H: 2.500 3.034 5.010
H: 2.747 1.948 0.313
H: 0.491 2.267 -1.181
H: -3.827 5.714 2.417
H: -4.212 4.728 0.060
Cl: -0.124 -0.862 0.445
C: -0.838 -1.303 2.008
C: -1.422 -0.098 2.705
Cl: -0.164 1.043 3.216
H: -0.065 -1.788 2.607
H: -1.624 -2.035 1.814
H: -1.958 -0.413 3.602
H: -2.120 0.441 2.062
Cl: -0.070 1.673 -6.200
C: -1.116 1.235 -4.827
C: -0.612 1.807 -3.517
Cl: 0.913 1.045 -2.993
H: -1.186 0.146 -4.788
H: -2.109 1.632 -5.045
H: -1.344 1.626 -2.728
H: -0.446 2.883 -3.587
Cl: -5.636 4.862 -1.011
C: -6.461 3.438 -1.695
C: -7.154 3.752 -3.005
Cl: -8.551 4.834 -2.783
H: -7.163 3.062 -0.949
H: -5.695 2.676 -1.855
H: -7.534 2.832 -3.452
H: -6.473 4.221 -3.717
Cl: -1.187 -5.334 -1.774
C: 0.162 -4.173 -1.784
C: 1.311 -4.627 -0.906
Cl: 0.887 -4.589 0.826
H: -0.223 -3.201 -1.470
H: 0.499 -4.087 -2.819
H: 2.163 -3.961 -1.036
H: 1.629 -5.640 -1.154
Cl: 3.233 -4.573 -3.255
C: 4.915 -5.156 -3.223
C: 5.004 -6.617 -2.828
Cl: 4.556 -6.879 -1.124
H: 5.482 -4.521 -2.540
H: 5.318 -5.019 -4.228
H: 6.030 -6.969 -2.943
H: 4.357 -7.240 -3.448
Cl: -0.865 -10.613 -0.645
C: 0.712 -9.960 -0.137
C: 0.862 -8.493 -0.481
Cl: 0.975 -8.222 -2.238
H: 1.494 -10.563 -0.601
H: 0.776 -10.094 0.945
H: 1.782 -8.101 -0.042
H: 0.026 -7.903 -0.102

C24H36BCl2NO21S | the ωB97M-V functional and the def2-TZVPD basis

The value obtained for the LUMO energy is -0.001 Ha. Its charge is 0. Its highest occupied orbital energy is -9.988 eV. The SMILES is C[C@@H](Cl)[C@H](Cl)B(N)S.O=C1OCCO1.O=C1OCCO1.O=C1OCCO1.O=C1OCCO1.O=C1OCCO1.O=C1OCCO1.O=C1OCCO1.

Element x y z (Å)
C: 2.537 -0.645 4.526
C: 2.007 0.787 4.631
Cl: 3.309 1.948 4.249
C: 0.725 0.937 3.771
Cl: 0.584 2.447 2.799
B: -0.519 0.873 4.777
N: -0.950 1.979 5.594
S: -1.391 -0.671 4.969
H: 2.515 -0.993 3.492
H: 3.564 -0.705 4.886
H: 1.925 -1.315 5.137
H: 1.756 0.996 5.674
H: 0.720 0.130 3.038
H: -0.700 1.973 6.573
H: -0.637 2.868 5.215
H: -0.840 -1.351 3.960
O: -1.743 1.047 -3.056
C: -1.009 1.688 -2.364
O: -1.394 2.768 -1.654
C: -0.302 3.175 -0.802
C: 0.889 2.576 -1.535
O: 0.296 1.435 -2.191
H: -0.277 4.260 -0.755
H: -0.449 2.767 0.201
H: 1.222 3.258 -2.309
H: 1.697 2.253 -0.887
O: 1.185 5.414 -2.932
C: 0.089 5.588 -3.361
O: -0.689 6.650 -3.095
C: -1.862 6.587 -3.920
C: -1.944 5.101 -4.237
O: -0.566 4.705 -4.155
H: -2.708 6.974 -3.362
H: -1.691 7.195 -4.809
H: -2.507 4.543 -3.488
H: -2.321 4.880 -5.232
O: -3.181 -2.404 2.307
C: -2.601 -1.682 1.563
O: -1.313 -1.298 1.727
C: -0.868 -0.607 0.553
C: -2.194 -0.133 -0.032
O: -3.111 -1.126 0.450
H: -0.194 0.195 0.852
H: -0.347 -1.297 -0.103
H: -2.507 0.836 0.364
H: -2.217 -0.110 -1.116
O: 1.721 -3.412 -1.057
C: 1.100 -3.121 -2.032
O: 0.213 -2.115 -2.110
C: -0.141 -1.916 -3.491
C: 0.159 -3.274 -4.098
O: 1.196 -3.757 -3.216
H: -1.180 -1.610 -3.555
H: 0.498 -1.134 -3.888
H: -0.686 -3.960 -4.041
H: 0.534 -3.224 -5.114
O: -3.837 -1.109 11.341
C: -3.670 -1.649 10.299
O: -3.112 -1.074 9.209
C: -2.866 -2.084 8.226
C: -3.866 -3.159 8.622
O: -4.009 -2.932 10.028
H: -3.020 -1.677 7.232
H: -1.833 -2.423 8.327
H: -4.836 -3.015 8.145
H: -3.521 -4.175 8.456
O: -0.817 -0.800 -6.243
C: -0.489 0.330 -6.051
O: 0.549 0.697 -5.273
C: 0.775 2.103 -5.419
C: -0.584 2.581 -5.909
O: -1.095 1.416 -6.570
H: 1.081 2.515 -4.462
H: 1.559 2.252 -6.163
H: -1.253 2.828 -5.084
H: -0.540 3.401 -6.621
O: 7.367 -4.637 -3.657
C: 6.305 -4.852 -3.171
O: 6.085 -5.056 -1.854
C: 4.670 -5.051 -1.616
C: 4.118 -5.416 -2.985
O: 5.142 -4.924 -3.858
H: 4.436 -5.766 -0.834
H: 4.365 -4.053 -1.304
H: 4.034 -6.495 -3.122
H: 3.178 -4.927 -3.212